The following is a DFT calculation (ωB97M-V/def2-TZVPD) of a 6-piece molecular cluster, H12O6 overall.

Bonds (Å) are listed after each position.
CARTESIAN COORDINATES (ANGSTROEM)
1 H -0.797 -0.002 -0.744  O16 0.957
2 H -2.155 1.651 -0.117  O11 0.957
3 H -0.027 -2.041 2.592  O8 0.957
4 H 1.882 -0.775 3.414  O12 0.957
5 O 0.492 2.967 -1.764  H9 0.957, H15 0.957
6 H 0.337 -0.398 0.178  O16 0.957
7 O 0.989 -1.648 -3.144  H13 0.957, H14 0.957
8 O -0.505 -2.768 2.193  H3 0.957, H17 0.957
9 H 1.022 3.287 -1.034  O5 0.957
10 H 1.153 0.413 2.824  O12 0.957
11 O -1.817 1.707 -1.011  H2 0.957, H18 0.957
12 O 1.061 -0.525 2.991  H4 0.957, H10 0.957
13 H 0.579 -1.415 -2.311  O7 0.957
14 H 1.635 -0.958 -3.295  O7 0.957
15 H -0.263 2.550 -1.348  O5 0.957
16 O 0.068 -0.413 -0.740  H1 0.957, H6 0.957
17 H -1.105 -3.065 2.877  O8 0.957
18 H -2.550 1.433 -1.562  O11 0.957

* net charge: 0
* Kohn-Sham gap: 10.19 eV